Entry 1:
A structure of composition C2H3I3S. Source: the Open Molecules 2025 dataset; level of theory: wB97M-V/def2-TZVPD.

Output
**Frontier orbital gap (spin up / spin down)**: 7.1 / 6.2 eV
**E_HOMO (spin up / spin down)**: -8.024 / -7.660 eV
**Spin multiplicity**: 1
**Charge**: 0

CARTESIAN COORDINATES (ANGSTROEM)
C 0.355 0.627 1.423
C 3.395 -0.178 -0.144
S 0.835 -0.476 0.181
I 3.883 0.098 2.020
I 3.697 1.506 -1.330
I 4.051 -2.069 -0.856
H 0.800 0.426 2.315
H -0.445 1.253 1.286
H 1.868 -0.850 0.881



Entry 2:
A structure of composition C2H3IN4. Source: the Open Molecules 2025 dataset; level of theory: wB97M-V/def2-TZVPD.

Output
**Frontier orbital gap (spin up / spin down)**: 8.4 / 5.8 eV
**E_HOMO (spin up / spin down)**: -8.585 / -7.571 eV
**Spin multiplicity**: 1
**Charge**: 0

CARTESIAN COORDINATES (ANGSTROEM)
C 0.055 -0.888 -0.291
C 0.887 0.419 -0.590
N -1.123 -0.793 0.112
N 1.739 0.882 0.459
N 1.883 0.858 1.591
N -1.766 0.158 0.556
I -3.802 -0.409 0.631
H 0.629 -1.718 -0.322
H 1.345 0.235 -1.437
H 0.154 1.256 -0.709



Entry 3:
An isolated molecule of C2H3IO. Source: the Open Molecules 2025 dataset; level of theory: wB97M-V/def2-TZVPD.

Output
**Frontier orbital gap (spin up / spin down)**: 8.4 / 8.0 eV
**E_HOMO (spin up / spin down)**: -8.221 / -7.825 eV
**Spin multiplicity**: 1
**Charge**: 0

CARTESIAN COORDINATES (ANGSTROEM)
C -0.248 -0.205 1.276
C 0.019 0.138 -1.085
O 0.419 -0.184 0.104
I 1.624 -0.046 -2.413
H -0.009 -0.904 2.017
H -1.168 0.227 1.536
H -0.638 0.974 -1.435



Entry 4:
An isolated molecule of C2H3IO2. Source: the Open Molecules 2025 dataset; level of theory: wB97M-V/def2-TZVPD.

Output
**Frontier orbital gap**: 9.1 eV
**SMILES**: CC(=O)OI
**E_HOMO**: -9.447 eV
**Spin multiplicity**: 1
**Charge**: 0

CARTESIAN COORDINATES (ANGSTROEM)
C 1.144 -0.168 -0.017
C -0.222 0.455 -0.068
O -0.576 1.564 0.026
O -1.213 -0.672 -0.210
I -3.114 -0.291 -0.097
H 1.210 -0.231 1.192
H 1.112 -1.212 -0.272
H 1.659 0.556 -0.554



Entry 5:
A structure of composition C2H3IO2. Source: the Open Molecules 2025 dataset; level of theory: wB97M-V/def2-TZVPD.

Output
**Frontier orbital gap**: 8.9 eV
**E_HOMO**: -8.684 eV
**Spin multiplicity**: 1
**Charge**: 0

CARTESIAN COORDINATES (ANGSTROEM)
C -1.537 -0.478 0.496
C -0.234 -0.075 -0.003
O -2.661 -0.342 0.252
O -1.228 -1.400 2.015
I -2.909 -2.026 2.682
H 0.346 -1.093 -0.096
H -0.368 0.455 -0.820
H 0.222 0.729 0.669



Entry 6:
An isolated molecule of C2H3IO2S. Source: the Open Molecules 2025 dataset; level of theory: wB97M-V/def2-TZVPD.

Output
**Frontier orbital gap**: 8.9 eV
**SMILES**: C=CS(=O)(=O)I
**E_HOMO**: -10.193 eV
**Spin multiplicity**: 1
**Charge**: 0

CARTESIAN COORDINATES (ANGSTROEM)
C 0.290 -0.368 0.196
C -0.160 0.616 -0.587
S 1.179 1.740 -1.245
O 2.064 2.138 -0.152
O 0.623 2.805 -2.024
I 2.609 0.469 -2.762
H -0.348 -1.053 0.538
H 1.322 -0.426 0.509
H -1.185 0.628 -0.901



Entry 7:
A cluster of 2 separate species, C2H3IO2S in total. Source: the Open Molecules 2025 dataset; level of theory: wB97M-V/def2-TZVPD.

Output
**Frontier orbital gap (spin up / spin down)**: 7.9 / 6.4 eV
**E_HOMO (spin up / spin down)**: -10.489 / -9.895 eV
**Spin multiplicity**: 1
**Charge**: 0

CARTESIAN COORDINATES (ANGSTROEM)
C -0.520 0.372 -1.542
C -0.686 -0.083 -0.349
O 0.426 1.583 1.551
O 1.949 0.235 0.131
S 0.714 0.293 0.937
I 0.365 -3.037 2.914
H -1.222 0.321 -2.386
H 0.432 0.798 -1.532
H -1.459 -0.482 0.276



Entry 8:
A structure of composition C2H3InLiO2. Source: the Open Molecules 2025 dataset; level of theory: wB97M-V/def2-TZVPD.

Output
**Frontier orbital gap (spin up / spin down)**: 7.5 / 6.2 eV
**E_HOMO (spin up / spin down)**: -17.429 / -17.401 eV
**Spin multiplicity**: 2
**Charge**: +2

CARTESIAN COORDINATES (ANGSTROEM)
H -1.053 -3.661 1.175
O 0.139 -3.397 2.048
C 1.261 -3.970 1.817
C 2.457 -3.584 2.411
O 3.585 -4.256 2.209
Li 3.177 -5.967 1.601
In 5.266 -3.714 2.823
H 1.304 -4.755 1.032
H 2.470 -2.729 3.099



Entry 9:
A structure of composition C2H3Li3O2. Source: the Open Molecules 2025 dataset; level of theory: wB97M-V/def2-TZVPD.

Output
**Frontier orbital gap (spin up / spin down)**: 8.4 / 8.4 eV
**E_HOMO (spin up / spin down)**: -12.750 / -12.752 eV
**Spin multiplicity**: 2
**Charge**: +1

CARTESIAN COORDINATES (ANGSTROEM)
O -0.553 -0.911 2.620
C -0.642 0.829 -1.144
C 0.514 0.450 -0.481
O 0.442 -0.787 -0.013
Li 1.109 -0.403 1.893
H -0.604 1.736 -1.753
H -1.436 0.134 -1.458
H 1.452 1.006 -0.389
Li -1.105 0.417 1.455
Li 0.823 -2.470 -0.729



Entry 10:
A structure of composition C2H3LiOTb. Source: the Open Molecules 2025 dataset; level of theory: wB97M-V/def2-TZVPD.

Output
**Frontier orbital gap (spin up / spin down)**: 4.8 / 5.4 eV
**E_HOMO (spin up / spin down)**: -9.590 / -9.796 eV
**Spin multiplicity**: 7
**Charge**: +1

CARTESIAN COORDINATES (ANGSTROEM)
C -0.708 -0.766 0.356
C 0.205 -1.700 0.378
O 1.123 -2.399 0.623
Li 1.183 2.460 0.568
H -1.341 -0.668 -0.513
H -1.536 -0.789 1.257
Tb 0.924 2.886 -3.141
H 0.150 0.975 0.473



Q: Which total energy values were calculated for the entries above? A: -37255.3493 -16177.9072 -12266.2548 -14316.8288 -14315.8289 -25151.4571 -25149.5968 -11574.8184 -6826.3700 -26795.5398, in eV.
Q: Which energy above the lowest of the compared OMol25 structures with the same formula, charge and spin values were calculated for the entries above? A: 78.4 83.4 95.5 40.9 63.9 5.9 48.8 0.0 16.0 53.9, in kcal/mol.